(1)
Here is C9H18N2O3 as an isolated structure in a non-equilibrium geometry from OMol25. Energies are from ωB97M-V/def2-TZVPD.

Geometry as XYZ:
```
32
Properties=species:S:1:pos:R:3:forces:R:3:lowdin_charge:R:1
C -1.04440 -0.33214 -0.30530 -1.44 0.24 3.62 -0.408
C 0.03540 0.65439 -0.31732 1.62 1.72 -3.53 -0.420
C -0.63263 -1.37406 0.82416 1.83 0.93 0.14 -0.357
C -0.15849 -0.85454 2.29559 0.27 -0.43 0.93 -0.066
C -1.73479 -2.35838 1.05614 -0.72 -4.00 -0.93 -0.336
C -3.20997 -1.81083 1.29870 -0.67 0.06 -1.74 -0.112
C 2.18697 1.54374 -1.30958 1.15 0.31 -3.10 -0.259
C 3.08594 1.65004 -0.00355 -0.93 -0.99 -4.23 -0.579
C 1.96646 2.96192 -2.09688 -1.95 1.03 -0.93 -0.074
H -1.01714 -1.94588 -1.49037 -1.40 2.53 -0.81 0.139
H -1.40356 -0.41941 -2.24075 0.45 0.98 -2.25 0.053
H -1.93528 0.23097 0.06377 1.00 0.15 0.30 0.132
H 0.31894 -1.83900 0.34876 -1.52 0.12 0.80 0.151
H 0.49740 -1.83147 2.79884 -2.17 2.93 -1.32 0.134
H -1.18905 -0.63912 2.93218 2.97 -0.51 -1.41 0.110
H 0.57642 0.09493 2.33719 -1.89 -2.21 -0.25 0.086
H -1.85762 -3.08173 0.19141 0.02 1.37 -0.03 0.096
H -1.25894 -3.23350 1.64114 -1.22 1.68 0.63 0.127
H -3.22050 -0.91340 0.28290 -0.82 -2.71 3.78 0.140
H -4.11083 -2.68002 0.99697 2.91 2.62 1.02 0.124
H -3.38549 -1.44367 2.41768 0.18 -0.34 -2.78 0.076
H 1.33377 -0.45561 -1.78577 -0.98 3.23 1.73 0.198
H 2.81848 1.09911 -2.14141 0.05 0.29 1.67 0.134
H 1.67574 2.74420 -3.20386 0.27 -0.08 1.95 0.075
H 1.01740 3.60130 -1.70384 2.55 -1.31 -0.62 0.101
H 2.92507 3.62876 -2.29799 -1.82 -1.53 1.30 0.104
H 1.54162 2.45398 0.96502 3.07 -2.84 0.06 0.221
N -1.52618 -0.96787 -1.45742 1.57 -4.98 1.12 0.070
N 1.07245 0.54158 -1.33745 -0.54 -1.25 1.52 0.088
O -0.09550 1.69417 0.31314 0.78 -0.16 0.24 0.045
O 4.24192 1.40686 -0.17301 0.98 0.05 0.90 0.112
O 2.48639 1.87469 1.10091 -3.59 3.09 2.23 0.093
```
Positions in Å, forces in eV/Å.

Calculated values
Kohn-Sham gap = 0.3684 hartree
energy relative to the best compared isomer or geometry (same formula, charge and spin) = 145.0 kcal per mole

=====

(2)
Here is an isolated molecule of C9H18N2O3Si in a non-equilibrium geometry from OMol25. Energies are from ωB97M-V/def2-TZVPD.

Geometry as XYZ:
```
33
Properties=species:S:1:pos:R:3:forces:R:3:lowdin_charge:R:1
N -2.24452 -3.09545 2.52688 -1.73 -0.04 0.17 0.036
O 0.96423 1.96716 0.41884 1.01 -1.43 -2.87 -0.204
O 0.70231 2.29390 -2.28738 -1.72 -0.62 0.33 -0.185
O -1.26549 1.02064 -0.80147 0.53 0.38 0.24 -0.193
C -1.79095 -1.96234 2.10833 2.25 0.53 -0.30 -0.171
C -1.25083 -3.98690 2.42537 1.60 -0.91 0.04 -0.189
C -0.09853 -3.38979 1.97812 -0.43 0.21 -0.13 -0.089
N -0.42625 -2.05407 1.80573 0.61 0.25 -0.92 -0.064
C 0.13338 2.52862 1.32420 -1.05 1.66 1.61 -0.190
C 1.83419 3.09064 -2.29444 1.23 0.52 0.18 -0.151
C -2.02168 0.64319 -1.93008 -0.87 0.51 -0.57 -0.124
C 0.47391 -1.01863 1.13708 -0.59 -0.76 0.75 -0.111
C 0.75640 -1.39055 -0.32944 -0.50 -1.08 0.32 -0.233
C 1.26485 -0.28986 -1.21733 -0.34 1.65 0.34 -0.187
Si 0.33015 1.33504 -1.00912 1.36 -0.84 0.81 0.307
H -2.31897 -1.03413 2.00834 -0.13 0.20 0.09 0.116
H -1.32576 -5.03400 2.69949 -0.30 0.25 -0.03 0.094
H 0.84035 -3.85879 1.68688 -0.20 0.53 0.26 0.113
H -0.34237 3.42825 0.86342 0.02 -0.37 0.80 0.103
H -0.63227 1.80047 1.59729 -0.37 0.34 0.40 0.067
H 0.72086 2.81000 2.23292 -0.59 -0.05 -0.63 0.105
H 2.06249 3.35432 -3.33380 0.13 -0.07 0.28 0.092
H 1.69111 4.00934 -1.71280 -0.04 -0.06 -0.14 0.089
H 2.67371 2.54525 -1.82502 0.00 0.35 -0.40 0.089
H -2.40607 1.57224 -2.38008 -0.05 -0.40 -0.11 0.091
H -1.41800 0.13188 -2.69770 -0.23 -0.10 0.29 0.089
H -2.89060 0.03418 -1.61715 0.62 0.13 -0.15 0.098
H 1.41344 -0.87264 1.70057 -0.52 -0.30 0.01 0.136
H -0.09134 -0.08855 1.23272 0.14 -0.20 -0.22 0.073
H 1.38398 -2.30616 -0.41520 -0.23 0.57 0.34 0.118
H -0.21745 -1.69850 -0.68904 -0.32 -0.17 -0.35 0.106
H 2.26354 0.03957 -0.93280 0.43 -0.28 -0.21 0.086
H 1.23220 -0.52433 -2.27333 0.26 -0.41 -0.20 0.083
```
Positions in Å, forces in eV/Å.

Calculated values
Kohn-Sham gap = 0.3386 hartree
energy relative to the best compared isomer or geometry (same formula, charge and spin) = 0.8 kcal per mole
SMILES string = CO[Si](CCCn1ccnc1)(OC)OC

=====

(3)
Here is an isolated ion of composition C9H18N3O and charge +1 in a non-equilibrium geometry from OMol25. Energies are from ωB97M-V/def2-TZVPD.

Geometry as XYZ:
```
31
Properties=species:S:1:pos:R:3:forces:R:3:lowdin_charge:R:1
C 2.24075 1.06374 -0.46000 -1.17 -0.88 1.75 -0.364
C 1.77213 -1.25489 0.15992 1.96 0.96 -2.58 -0.441
C 2.57434 2.29240 -0.05148 -2.20 -0.53 -3.23 0.109
C 0.41355 -1.16516 -0.46284 -4.39 0.63 1.50 -0.170
C -2.90301 -0.31879 1.50870 1.69 -0.38 -1.29 -0.040
C -2.69676 0.08325 -0.97665 3.26 -1.75 -0.70 -0.044
C 3.84204 -0.22935 0.98203 -1.63 -0.71 -0.36 0.041
C -0.67689 -0.68194 0.55853 1.95 -0.16 -0.18 -0.082
C -2.18680 -0.76205 0.19604 1.31 -0.48 0.92 -0.406
N 2.58921 -0.15982 0.16793 0.67 0.90 0.50 -0.024
N 1.21420 0.72563 -1.42358 -0.42 2.41 0.26 0.119
N -0.10557 -2.09307 -1.23903 2.36 -0.28 -0.81 0.228
O 2.17329 -2.34266 0.44485 -0.27 -1.65 1.14 0.143
H 3.34032 2.56266 0.59668 0.86 0.38 1.17 0.048
H 2.01221 3.02052 -0.68797 1.10 -0.02 0.93 0.088
H -2.61365 -0.95546 2.30733 -0.18 -0.87 0.74 0.077
H -3.92108 -0.34497 1.28394 -1.82 0.06 0.30 0.068
H -2.57711 0.66394 1.83845 -0.13 0.35 -0.40 0.092
H -3.70585 -0.06426 -1.07284 -2.55 -1.08 -0.67 0.051
H -2.14432 -0.11493 -1.98418 -0.98 0.87 1.83 0.123
H -2.71811 1.03051 -0.55501 0.82 2.56 -0.20 0.059
H 3.71884 -1.18940 1.51520 0.83 0.63 -0.18 0.106
H 4.67445 -0.16448 0.30501 0.49 -0.37 -0.11 0.102
H 3.88380 0.61382 1.65319 -0.15 0.15 0.35 0.085
H -0.22905 -1.46746 1.33370 -1.93 1.62 -0.58 0.190
H -0.54469 0.34608 0.92215 0.81 -0.37 0.03 0.129
H -2.29948 -1.81506 -0.02060 -1.04 -0.51 0.29 0.111
H 1.74130 0.33085 -2.18888 -0.37 0.08 -0.81 0.121
H 0.70024 1.64120 -1.69513 1.01 -2.29 0.19 0.167
H -1.11529 -2.32252 -1.29549 1.20 0.56 -0.01 0.147
H 0.59449 -2.69838 -1.70542 -1.08 0.16 0.23 0.167
```
Positions in Å, forces in eV/Å.

Calculated values
Kohn-Sham gap = 0.3232 hartree
net charge = +1
energy relative to the best compared isomer or geometry (same formula, charge and spin) = 30.4 kcal per mole
SMILES string = C=C(N)N(C)C(=O)C(=[NH2+])CC(C)C

=====

(4)
Here is a 2-piece molecular cluster, C9H18NO4 overall in a non-equilibrium geometry from OMol25. Energies are from ωB97M-V/def2-TZVPD.

Geometry as XYZ:
```
32
Properties=species:S:1:pos:R:3:forces:R:3:lowdin_charge:R:1
C 0.88274 -0.63841 2.82885 0.07 0.00 -1.20 -0.051
C 2.18283 -0.03581 1.99086 0.15 -1.52 0.28 -0.303
C 1.72739 0.25014 0.44220 0.47 -2.87 -0.45 -0.087
N 0.96885 1.55441 0.23497 -0.85 0.90 -0.71 0.012
C 1.00686 2.48951 1.43594 0.97 0.38 2.59 -0.081
C 2.55465 2.38151 2.03733 -0.06 1.68 0.23 -0.142
O 2.85832 1.08514 2.66205 -1.74 0.64 -2.15 -0.152
H 0.88723 -1.81481 2.62747 -0.19 2.65 0.52 0.110
H 0.92572 -0.43335 3.98051 -0.03 -0.26 -2.39 0.109
H -0.07933 -0.16560 2.30427 1.76 -1.17 1.59 0.082
H 2.97318 -0.93025 1.96912 -1.61 2.15 -0.19 0.172
H 2.61019 0.12288 -0.35130 -1.89 0.76 1.95 0.168
H 0.95274 -0.61378 0.16096 1.78 1.86 0.68 0.150
H -0.04739 1.35315 0.03880 1.11 0.13 -0.01 0.172
H 1.34365 2.06964 -0.61767 -0.54 -0.83 1.33 0.203
H 0.68779 3.58842 1.17400 0.80 -2.31 0.19 0.161
H 0.26865 2.09677 2.28477 1.57 0.70 -2.10 0.161
H 2.68172 3.22533 2.86922 -0.37 -2.03 -1.74 0.159
H 3.34938 2.67118 1.19580 -1.71 -0.87 1.55 0.150
C -1.44016 -1.44750 -3.74496 0.07 0.34 -0.15 -0.015
C -1.70762 -1.49499 -2.25437 0.48 -0.60 -1.46 -0.361
C -2.97861 -2.20047 -1.88911 -0.19 -0.94 -0.24 -0.103
O -3.30814 -1.60386 -0.64639 0.42 1.38 0.38 0.077
C -2.76784 -0.34720 -0.66696 -0.94 1.07 1.48 -0.513
O -3.00414 0.51983 0.15499 0.85 -1.61 -1.56 0.127
O -1.93004 -0.19232 -1.73715 -0.42 0.38 1.12 0.060
H -1.18478 -2.43953 -4.12996 -0.02 0.14 0.12 0.099
H -2.31200 -1.07494 -4.29341 0.06 -0.11 0.17 0.097
H -0.61603 -0.76051 -3.96382 -0.02 -0.22 0.04 0.088
H -0.84297 -1.92058 -1.73052 -0.12 -0.08 0.04 0.152
H -2.84235 -3.27954 -1.77710 -0.10 0.21 0.15 0.151
H -3.80049 -2.01444 -2.58938 0.22 0.04 -0.06 0.150
```
Positions in Å, forces in eV/Å.

Calculated values
Kohn-Sham gap = 0.3858 hartree
net charge = +1
energy relative to the best compared isomer or geometry (same formula, charge and spin) = 81.8 kcal per mole